C14H25N3O2S | wB97M-V/def2-TZVPD

Each line ends with the Mulliken charge.
CARTESIAN COORDINATES (ANGSTROEM)
C  0.769  -0.409  -3.096  -1.356
C  1.091  -1.708  -2.367  -0.041
C  -0.150  -2.587  -2.226  -0.385
C  0.098  -3.893  -1.468  -0.935
C  0.552  -3.752  -0.015  -0.648
C  -0.505  -3.182  0.940  -1.335
C  -0.738  -1.708  0.774  0.221
C  -1.969  -1.189  0.463  1.142
O  -3.045  -1.980  0.308  -0.521
N  -2.214  0.133  0.282  -0.727
C  -1.209  0.943  0.396  0.500
S  -1.524  2.644  0.080  -0.185
C  -0.241  3.515  1.070  -0.771
C  1.111  3.671  0.372  -0.743
N  1.932  2.476  0.523  0.122
C  2.698  2.470  1.758  -1.209
C  2.778  2.200  -0.623  -1.151
N  0.027  0.549  0.707  0.310
C  0.359  -0.795  0.946  0.091
O  1.508  -1.055  1.259  -0.707
H  0.030  0.167  -2.540  0.184
H  1.665  0.198  -3.212  0.319
H  0.364  -0.613  -4.085  0.438
H  1.860  -2.255  -2.917  0.452
H  1.494  -1.472  -1.382  0.018
H  -0.514  -2.839  -3.226  0.507
H  -0.938  -2.020  -1.730  0.008
H  -0.825  -4.480  -1.488  0.340
H  0.862  -4.463  -2.005  0.403
H  1.450  -3.138  0.049  0.390
H  0.814  -4.750  0.346  0.391
H  -0.152  -3.352  1.962  0.366
H  -1.452  -3.705  0.806  0.310
H  -3.795  -1.409  0.091  0.380
H  -0.149  2.995  2.022  0.347
H  -0.686  4.494  1.241  0.452
H  0.934  3.853  -0.690  0.364
H  1.620  4.556  0.783  0.381
H  3.512  3.207  1.742  0.353
H  2.045  2.692  2.600  0.351
H  3.119  1.476  1.901  0.304
H  2.164  2.139  -1.520  0.281
H  3.550  2.967  -0.770  0.346
H  3.264  1.238  -0.470  0.379
H  0.822  1.230  0.700  0.267

Output
net charge: 0
calculated total energy: -34325.3880 eV
structure (SMILES): CCCCCCc1c(O)nc(SCCN(C)C)[nH]c1=O
lowest unoccupied orbital energy: 0.512 eV
HOMO-LUMO gap: 8.633 eV
ΔE to the lowest compared entry with this formula, charge and spin: 0.0 kJ/mol
HOMO energy: -0.2984 Eh